No. 1
Here is a structure of composition C24H29AsN2O2PdS from OMol25. Energies are from the ωB97M-V functional and the def2-TZVPD basis.

```
60
C24H29AsN2O2PdS | OMol25 | the ωB97M-V functional and the def2-TZVPD basis
Pd 0.421 -0.250 -0.073
C 3.610 -3.236 3.393
C 4.575 -2.104 3.748
C 5.930 -2.374 3.072
C 4.752 -2.081 5.272
C 4.071 -0.752 3.253
C 4.706 0.430 3.695
C 4.329 1.685 3.279
C 3.271 1.775 2.378
S 2.536 3.195 1.696
C 1.453 2.219 0.830
N 1.616 0.923 1.018
C 2.643 0.619 1.910
C 3.035 -0.646 2.341
C 0.366 2.607 -0.055
C 0.136 3.872 -0.572
C -0.902 4.059 -1.479
C -1.683 2.990 -1.896
C -1.463 1.710 -1.388
C -0.454 1.543 -0.461
H 3.982 -4.168 3.818
H 3.532 -3.381 2.315
H 2.614 -3.059 3.810
H 6.331 -3.326 3.420
H 6.657 -1.597 3.313
H 5.821 -2.421 1.987
H 5.060 -3.070 5.613
H 3.819 -1.825 5.778
H 5.521 -1.381 5.596
H 5.531 0.353 4.390
H 4.837 2.568 3.641
H 2.555 -1.525 1.938
H 0.774 4.704 -0.298
H -1.086 5.046 -1.881
H -2.467 3.145 -2.625
H -2.059 0.874 -1.733
O -0.654 -1.588 -1.169
C 0.339 -2.411 -1.201
C 0.511 -3.668 -1.978
C 1.948 -4.060 -1.598
C 2.446 -2.972 -0.650
O 3.514 -2.863 -0.137
N 1.365 -2.058 -0.455
H 0.368 -3.473 -3.041
H -0.241 -4.400 -1.681
H 2.616 -4.101 -2.457
H 2.013 -5.022 -1.092
C -3.063 -0.256 0.708
As -1.350 0.173 1.444
C -1.414 1.763 2.508
C -0.824 -1.261 2.616
H -3.653 -0.686 1.518
H -2.928 -0.994 -0.082
H -3.541 0.642 0.328
H -2.101 1.550 3.329
H -1.776 2.605 1.926
H -0.424 1.964 2.913
H -1.548 -1.304 3.431
H 0.171 -1.057 3.011
H -0.829 -2.200 2.065
```

## Properties
Kohn-Sham gap (hartree): 0.230
HOMO level (eV): -14.358
Electronic energy (eV): -107573.38782
Charge: +2

These are the natural (NBO) partial charges, in e, on atoms 1 to 8: 0.92, -0.61, -0.12, -0.60, -0.60, 0.16, -0.12, -0.21

---

No. 2
Here is a structure of composition C24H29AsN3RuS from OMol25. Energies are from the ωB97M-V functional and the def2-TZVPD basis.

```
59
C24H29AsN3RuS | OMol25 | the ωB97M-V functional and the def2-TZVPD basis
Ru 0.368 0.120 0.392
N -0.076 1.097 -1.667
C -0.930 0.463 -2.626
C -1.840 1.234 -3.339
C -2.559 0.686 -4.391
C -2.361 -0.646 -4.738
C -1.511 -1.440 -3.995
C -0.814 -0.926 -2.892
C -0.153 -1.845 -1.966
C 0.295 -3.122 -2.366
C 0.772 -4.043 -1.457
C 0.813 -3.763 -0.092
C 0.414 -2.503 0.335
C -0.015 -1.574 -0.600
H -0.402 2.059 -1.518
H 0.887 1.149 -2.032
H -1.962 2.280 -3.097
H -3.253 1.295 -4.948
H -2.893 -1.067 -5.575
H -1.438 -2.484 -4.254
H 0.293 -3.363 -3.418
H 1.118 -5.004 -1.811
H 1.120 -4.515 0.620
H 0.361 -2.282 1.419
C -2.662 2.285 1.514
As -1.343 0.956 2.067
C -0.155 2.104 3.116
C -2.348 -0.038 3.537
C -2.974 0.892 4.495
C -2.285 1.292 5.660
C -2.916 2.048 6.622
C -4.243 2.453 6.433
C -4.941 2.060 5.286
C -4.305 1.325 4.311
H -3.063 2.790 2.395
H -3.482 1.837 0.951
H -2.176 3.036 0.887
H -0.724 2.726 3.808
H 0.397 2.758 2.434
H 0.567 1.508 3.678
H -1.604 -0.675 4.024
H -3.094 -0.661 3.033
H -1.266 0.962 5.815
H -2.392 2.333 7.520
H -4.718 3.095 7.160
H -5.976 2.340 5.165
H -4.836 1.037 3.413
S 2.477 0.936 1.064
C 4.133 0.489 1.061
N 4.585 -0.692 1.447
C 6.043 -0.710 1.508
C 6.418 0.667 0.923
N 5.118 1.306 0.747
H 4.020 -1.455 1.784
H 6.443 -1.541 0.924
H 6.367 -0.830 2.546
H 6.933 0.589 -0.039
H 7.041 1.255 1.599
H 5.031 2.261 0.434
```

## Properties
Kohn-Sham gap (alpha / beta) (hartree): 0.167 / 0.143
HOMO level (alpha / beta) (eV): -16.036 / -15.917
Electronic energy (eV): -104056.14330
Charge: +3

These are the natural (NBO) partial charges, in e, on atoms 1 to 8: 0.63, -0.75, 0.20, -0.24, -0.12, -0.17, -0.13, -0.12

---

No. 3
Here is a structure of composition C24H29BBrF4HgN4 from OMol25. Energies are from the ωB97M-V functional and the def2-TZVPD basis.

```
64
C24H29BBrF4HgN4 | OMol25 | the ωB97M-V functional and the def2-TZVPD basis
Hg -0.584 -0.263 -0.303
C 0.413 0.150 3.503
N 0.025 -0.848 2.534
C -0.609 -1.874 2.951
C -1.213 -2.877 2.124
C -1.899 -4.016 2.580
C -2.391 -4.651 1.433
C -1.973 -3.845 0.355
N -1.264 -2.788 0.769
C 1.863 0.538 3.339
C 2.862 -0.122 4.047
C 4.198 0.220 3.885
C 4.550 1.236 3.004
C 3.559 1.899 2.292
C 2.225 1.553 2.460
H 0.240 -0.196 4.535
H -0.201 1.041 3.336
H -0.760 -2.020 4.036
H -2.020 -4.319 3.612
H -2.977 -5.558 1.377
H -2.165 -4.002 -0.700
H 2.592 -0.918 4.733
H 4.963 -0.299 4.452
H 5.592 1.502 2.869
H 3.826 2.681 1.592
H 1.455 2.056 1.886
C 1.859 3.569 -1.396
C 1.848 2.263 -2.178
N 3.151 1.595 -2.152
C 4.099 1.972 -3.176
C 3.979 1.121 -4.440
C 3.390 0.632 -1.204
C 4.797 0.081 -1.127
N 2.447 0.290 -0.415
H 0.858 4.000 -1.365
H 2.542 4.301 -1.841
H 2.173 3.376 -0.368
H 1.570 2.438 -3.221
H 1.117 1.592 -1.742
H 5.120 1.920 -2.792
H 3.912 3.019 -3.429
H 4.200 0.074 -4.224
H 4.671 1.471 -5.212
H 2.963 1.169 -4.835
H 5.511 0.882 -0.925
H 5.090 -0.416 -2.054
H 4.850 -0.632 -0.309
H 2.709 -0.406 0.273
F -3.850 3.955 0.516
B -2.526 4.124 0.061
F -1.841 2.895 0.086
F -1.861 5.055 0.897
F -2.545 4.629 -1.262
Br 0.405 0.210 -7.381
C 0.052 0.017 -5.502
C -0.953 0.770 -4.922
C -1.183 0.629 -3.553
C -0.429 -0.243 -2.774
C 0.560 -0.994 -3.403
C 0.815 -0.874 -4.769
H -1.548 1.451 -5.518
H -1.964 1.229 -3.097
H 1.156 -1.698 -2.829
H 1.585 -1.466 -5.250
```

## Properties
Kohn-Sham gap (alpha / beta) (hartree): 0.160 / 0.215
HOMO level (alpha / beta) (eV): -0.478 / -1.967
Electronic energy (eV): -117088.93887
Spin multiplicity: 2
Charge: -2

These are the natural (NBO) partial charges, in e, on atoms 1 to 8: 0.64, -0.28, -0.49, 0.15, -0.06, -0.30, -0.39, -0.08

---

No. 4
Here is a structure of composition C24H29BiBrCl2N2OS2 from OMol25. Energies are from the ωB97M-V functional and the def2-TZVPD basis.

```
62
C24H29BiBrCl2N2OS2 | OMol25 | the ωB97M-V functional and the def2-TZVPD basis
Bi -0.087 0.327 0.123
C 0.789 -1.697 2.976
C 1.883 -0.692 2.643
N 2.045 -0.486 1.185
C 2.815 -1.549 0.495
C 2.156 -2.918 0.300
S 0.457 -2.965 -0.354
C -0.517 -3.592 1.051
C -1.259 -2.559 1.905
N -0.448 -1.385 2.250
H 0.644 -1.702 4.059
H 1.105 -2.697 2.703
H 2.829 -1.020 3.087
H 1.624 0.268 3.082
H 2.587 0.364 1.055
H 3.742 -1.721 1.052
H 3.090 -1.151 -0.479
H 2.184 -3.522 1.205
H 2.763 -3.442 -0.438
H 0.140 -4.222 1.649
H -1.258 -4.257 0.608
H -1.618 -3.078 2.802
H -2.136 -2.201 1.367
H -1.011 -0.734 2.787
Br -3.100 0.629 0.835
C -2.774 2.022 2.099
C -3.891 2.560 2.660
C -3.766 3.595 3.606
C -2.525 4.041 3.939
C -1.360 3.490 3.348
C -0.096 4.008 3.710
C 1.038 3.527 3.134
C 0.943 2.500 2.176
C -0.244 1.916 1.799
C -1.446 2.436 2.387
H -4.869 2.193 2.380
H -4.654 4.022 4.052
H -2.403 4.839 4.661
H -0.052 4.807 4.441
H 2.007 3.936 3.385
H 1.872 2.200 1.705
Cl 1.688 -0.515 -2.466
C 2.400 0.977 -3.012
C 3.313 0.886 -4.050
C 3.895 2.036 -4.546
C 3.563 3.263 -3.997
C 2.663 3.333 -2.949
Cl 2.305 4.902 -2.309
C 2.047 2.186 -2.411
S 0.968 2.410 -1.026
H 3.554 -0.084 -4.463
H 4.606 1.978 -5.360
H 3.997 4.177 -4.378
C -3.292 1.446 -2.718
C -2.874 -0.012 -2.675
O -1.448 -0.174 -2.662
H -4.346 1.554 -2.458
H -3.145 1.866 -3.714
H -2.699 2.032 -2.012
H -3.300 -0.558 -3.520
H -3.234 -0.500 -1.768
H -1.094 0.230 -3.462
```

## Properties
Kohn-Sham gap (hartree): 0.292
HOMO level (eV): -10.633
Electronic energy (eV): -152978.93272
Charge: +1

These are the natural (NBO) partial charges, in e, on atoms 1 to 8: 1.54, -0.24, -0.24, -0.67, -0.25, -0.55, 0.24, -0.54

---

No. 5
Here is a structure of composition C24H29Cl3CrN7O4S3Si from OMol25. Energies are from the ωB97M-V functional and the def2-TZVPD basis.

```
72
C24H29Cl3CrN7O4S3Si | OMol25 | the ωB97M-V functional and the def2-TZVPD basis
Cr 0.099 -0.068 -1.235
N 1.706 1.291 0.286
N 1.439 2.659 0.150
C 0.280 3.019 -0.430
N -0.094 4.284 -0.450
N -0.390 1.983 -0.947
N -1.706 2.076 -1.252
O -2.339 3.112 -1.170
O -2.168 0.991 -1.563
H 1.366 0.930 1.175
H 2.692 1.092 0.165
H 1.966 3.340 0.674
H 0.425 4.980 0.057
H -1.031 4.487 -0.766
O -1.068 0.605 1.225
S -1.893 1.026 2.408
C -3.604 1.034 1.919
C -4.236 -0.352 1.922
C -3.762 -1.327 0.829
C -2.809 -2.374 1.313
S 0.637 -1.932 1.204
O -0.076 -1.597 -0.237
C 1.379 -3.485 0.844
C 0.722 -4.421 0.050
C 1.330 -5.637 -0.215
C 2.580 -5.926 0.321
C 3.223 -4.996 1.125
C 2.629 -3.768 1.383
C -1.597 2.790 2.549
C -2.473 3.799 2.174
C -2.071 5.126 2.275
C -0.805 5.444 2.745
C 0.070 4.430 3.128
C -0.328 3.105 3.034
H -3.686 1.532 0.947
H -4.086 1.645 2.688
H -4.092 -0.805 2.906
H -5.307 -0.183 1.817
H -3.303 -0.750 0.007
H -4.630 -1.803 0.367
H -2.632 -3.266 0.727
H -2.239 -2.250 2.226
H -0.252 -4.188 -0.363
H 0.825 -6.366 -0.838
H 3.052 -6.877 0.111
H 4.200 -5.216 1.536
H 3.137 -3.028 1.992
H -3.468 3.577 1.810
H -2.759 5.914 1.990
H -0.506 6.481 2.838
H 1.046 4.674 3.529
H 0.335 2.309 3.360
N 1.486 2.351 -3.437
C 0.558 1.493 -3.950
N 0.010 0.515 -3.282
C -0.934 -0.168 -4.079
C -1.665 -1.285 -3.686
C -2.568 -1.828 -4.579
C -2.744 -1.277 -5.851
C -2.009 -0.177 -6.255
C -1.103 0.362 -5.349
S -0.033 1.718 -5.558
H 2.110 1.917 -2.770
H 1.992 2.895 -4.120
H -1.527 -1.726 -2.703
H -3.146 -2.695 -4.288
H -3.458 -1.720 -6.532
H -2.129 0.244 -7.245
Cl 3.279 -0.318 -3.522
Si 2.190 -1.191 -1.945
Cl 1.929 -3.119 -2.585
Cl 3.660 -1.212 -0.456
```

## Properties
Kohn-Sham gap (alpha / beta) (hartree): 0.238 / 0.257
HOMO level (alpha / beta) (eV): -9.675 / -9.987
Electronic energy (eV): -150346.00505
Spin multiplicity: 5
Charge: +1

These are the Mulliken partial charges, in e, on atoms 1 to 8: 1.03, -0.46, -0.12, -0.18, -0.21, 0.39, 1.03, -0.81

---

No. 6
Here is the molecule C24H29ClN4O3 from OMol25. Energies are from the ωB97M-V functional and the def2-TZVPD basis.

```
61
C24H29ClN4O3 | OMol25 | the ωB97M-V functional and the def2-TZVPD basis
O 2.800 0.831 1.873
C 2.631 1.531 0.902
N 3.566 1.702 -0.082
C 4.832 1.140 -0.190
N 5.425 1.412 -1.349
C 6.637 0.931 -1.564
C 7.323 0.158 -0.644
C 6.699 -0.120 0.566
C 5.432 0.373 0.809
H 4.911 0.177 1.729
H 7.198 -0.717 1.315
H 8.311 -0.214 -0.863
H 7.069 1.183 -2.524
H 3.327 2.272 -0.884
C 1.367 2.333 0.642
C 0.268 2.014 1.653
C -0.233 0.581 1.479
C -1.060 0.444 0.218
O -1.733 1.369 -0.220
N -1.045 -0.755 -0.405
C -0.351 -1.920 0.095
C 1.126 -1.912 -0.230
C 1.642 -1.114 -1.243
C 2.988 -1.135 -1.558
C 3.851 -1.954 -0.851
C 3.364 -2.747 0.172
C 2.012 -2.725 0.471
Cl 1.425 -3.744 1.741
H 4.025 -3.384 0.737
H 4.902 -1.976 -1.094
H 3.366 -0.511 -2.354
H 0.975 -0.469 -1.795
H -0.813 -2.804 -0.356
H -0.493 -2.010 1.176
C -1.804 -0.911 -1.636
H -1.329 -1.668 -2.261
H -1.820 0.049 -2.158
C -3.243 -1.346 -1.315
O -3.635 -2.482 -1.488
N -3.974 -0.345 -0.806
H -3.525 0.552 -0.658
C -5.328 -0.503 -0.325
C -6.262 0.534 -0.972
H -5.878 0.865 -1.936
H -7.247 0.095 -1.126
C -6.351 1.659 0.055
H -7.212 2.305 -0.104
H -5.448 2.271 0.023
C -6.420 0.898 1.375
H -7.422 0.488 1.509
H -6.188 1.524 2.235
C -5.407 -0.236 1.196
H -4.424 0.079 1.551
H -5.691 -1.130 1.748
H -5.617 -1.525 -0.579
H -0.880 0.316 2.321
H 0.621 -0.091 1.479
H 0.665 2.134 2.661
H -0.564 2.706 1.511
H 1.010 2.130 -0.370
H 1.627 3.394 0.699
```

## Properties
Kohn-Sham gap (hartree): 0.355
HOMO level (eV): -8.981
Electronic energy (eV): -49986.78381

These are the natural (NBO) partial charges, in e, on atoms 1 to 8: -0.61, 0.70, -0.61, 0.37, -0.47, 0.05, -0.29, -0.15

---

Sequential energy above the lowest of the compared OMol25 structures with the same formula, charge and spin output: 0.00 191.29 75.61 8.28 327.28 4.71 kJ/mol
Sequential molecular weight output: 590.9 567.6 740.8 785.4 762.2 457.0 g/mol